Formula: C3H4N2O2
Source: the Open Molecules 2025 dataset
Level of theory: the ωB97M-V functional and the def2-TZVPD basis

Properties
ΔE to the lowest compared entry with this formula, charge and spin   163.2 kcal per mole
SMILES   CC1=NOC=NO1
Orbital gap   10.20 eV
E_HOMO   -9.633 eV
Net charge   0
E   -376.5036 hartree

Each line ends with the Löwdin charge.
Element x y z (Å)
C1 1.8463 -0.1530 0.0746  -0.0128
C2 0.3172 -0.0955 -0.0783  -0.4738
N1 -0.4582 -1.1496 -0.1202  0.1391
O1 -1.8779 -1.0253 0.2247  -0.0135
C3 -2.0809 0.2640 -0.0024  -0.2403
N2 -1.3950 1.3704 -0.0040  0.1423
O2 0.0384 1.1518 0.0854  -0.0125
H1 2.2171 0.1752 1.2514  0.1745
H2 2.1669 0.4544 -0.7233  0.0371
H3 2.3183 -1.1773 -0.3350  0.1231
H4 -3.0922 0.1849 -0.3728  0.1368